No. 1
53
Properties=species:S:1:pos:R:3 method="wB97M-V/def2-TZVPD" fmax_ha_per_bohr=0.195 total_energy_ha=-2283.90314 total_charge=+4 multiplicity=2
V 0.048 0.103 0.668
C -1.889 -0.152 0.553
O -3.055 -0.157 0.626
C -0.171 1.905 1.160
O -0.299 3.015 1.518
C 1.937 0.367 1.080
O 3.021 0.713 1.391
C -1.355 1.462 -2.348
P 0.136 0.687 -1.583
H 0.756 -1.253 -2.904
H -2.165 0.782 -2.071
C 1.595 1.382 -2.420
H 1.337 1.359 -3.487
C -1.219 1.465 -3.860
H -0.918 0.495 -4.269
H -0.495 2.208 -4.192
H -2.187 1.733 -4.292
C -1.716 2.827 -1.774
H -0.966 3.585 -2.011
C 0.830 -1.817 -0.831
H -1.851 2.822 -0.685
H -2.658 3.140 -2.242
C -1.254 -1.701 -2.257
H 0.326 -1.678 0.173
H 0.686 -2.895 -0.920
H 1.916 -1.660 -0.745
C 0.135 -1.121 -2.011
H -1.211 -2.791 -2.369
H -1.710 -1.304 -3.162
H -1.928 -1.484 -1.424
C 2.847 0.534 -2.206
H 3.126 0.493 -1.148
H 3.678 0.991 -2.758
H 2.735 -0.490 -2.572
C 1.845 2.824 -1.990
H 2.007 2.899 -0.907
H 1.020 3.492 -2.250
H 2.741 3.198 -2.500
H -0.128 -4.021 -0.080
H -0.076 -3.935 0.662
N -0.717 -2.256 6.503
C -0.515 -1.681 5.289
C 0.320 -2.287 4.325
C 0.485 -1.676 3.086
N -0.172 -0.546 2.756
C -0.953 0.068 3.671
C -1.129 -0.461 4.942
H -0.283 -3.136 6.743
H -1.311 -1.813 7.199
H 0.830 -3.213 4.541
H 1.161 -2.091 2.337
H -1.443 1.001 3.376
H -1.742 0.069 5.671



No. 2
38
Properties=species:S:1:pos:R:3 method="wB97M-V/def2-TZVPD" fmax_ha_per_bohr=0.200 total_energy_ha=-897.63305 e_above_lowest_kcal_mol=101.8 total_charge=+1
N -0.198 -0.361 0.429
H -0.860 -0.853 0.069
H 0.787 -0.944 0.169
H -0.369 -0.477 1.438
H 0.087 0.537 0.195
O -2.449 -2.061 1.914
H -2.825 -2.223 2.850
H -3.172 -2.196 1.199
O 1.759 1.280 -1.670
H 2.336 0.518 -1.558
H 1.804 1.539 -2.518
O -1.788 1.027 -1.627
H -1.912 2.026 -1.528
H -1.734 0.930 -2.492
O 2.857 -2.920 -0.472
H 3.771 -3.049 -0.171
H 2.178 -2.942 0.151
O 1.303 3.615 -0.147
H 0.412 3.878 -0.300
H 1.599 2.777 -0.619
O -4.196 -0.104 -0.876
H -3.274 -0.132 -1.151
H -4.649 -0.451 -1.705
O 3.210 -0.439 -1.419
H 3.830 -0.154 -0.827
H 3.175 -1.405 -1.051
O -1.678 2.282 1.781
H -1.035 2.718 2.601
H -1.931 3.162 1.507
O 0.423 3.318 2.306
H 0.298 4.295 2.532
H 0.492 3.152 1.319
O 1.132 -3.190 2.042
H 1.358 -4.080 2.116
H 1.059 -3.000 2.929
O -0.583 -1.959 -2.072
H -1.314 -1.967 -2.679
H 0.095 -2.143 -2.666



No. 3
52
Properties=species:S:1:pos:R:3 method="wB97M-V/def2-TZVPD" fmax_ha_per_bohr=0.017 total_energy_ha=-1555.52785 e_above_lowest_kcal_mol=0.0 total_charge=0 smiles="COCCO[C@H](C)[PH2]=S.CCOCC.CCOCC"
C 1.495 -1.887 -1.193
O 0.207 -2.083 -1.784
C -0.586 -2.997 -1.061
C -1.791 -3.398 -1.860
O -2.752 -2.378 -2.070
C -3.738 -2.306 -1.055
C -4.704 -3.516 -1.051
P -4.697 -0.760 -1.400
S -5.208 0.271 0.170
H 1.721 -2.649 -0.454
H 1.531 -0.913 -0.713
H 2.220 -1.928 -1.995
H -0.015 -3.919 -0.911
H -0.838 -2.621 -0.066
H -2.224 -4.275 -1.379
H -1.439 -3.708 -2.839
H -3.288 -2.188 -0.074
H -4.706 -3.959 -0.064
H -5.719 -3.239 -1.301
H -4.347 -4.248 -1.762
H -3.933 -0.068 -2.356
H -5.829 -1.191 -2.109
C -1.250 0.610 0.253
C -1.952 1.923 0.564
O -1.118 2.880 1.203
C 0.021 3.275 0.464
C -0.293 3.932 -0.871
H -0.846 0.168 1.167
H -1.954 -0.091 -0.193
H -0.425 0.734 -0.450
H -2.775 1.738 1.251
H -2.397 2.346 -0.343
H 0.693 2.421 0.326
H 0.551 3.989 1.097
H -0.810 3.255 -1.551
H 0.631 4.249 -1.357
H -0.927 4.807 -0.724
C 4.720 1.871 0.166
C 3.367 1.453 0.718
O 3.379 0.209 1.394
C 4.250 0.124 2.508
C 3.944 1.122 3.612
H 5.107 1.108 -0.511
H 4.625 2.808 -0.383
H 5.457 2.023 0.955
H 2.666 1.331 -0.108
H 2.955 2.235 1.366
H 5.294 0.210 2.187
H 4.123 -0.889 2.891
H 4.073 2.153 3.282
H 4.614 0.960 4.457
H 2.916 1.007 3.956



No. 4
40
Properties=species:S:1:pos:R:3 method="wB97M-V/def2-TZVPD" fmax_ha_per_bohr=0.012 total_energy_ha=-864.64622 e_above_lowest_kcal_mol=43.1 total_charge=0 smiles="O=C(CN1CCOCC1)OCCCc1ccccc1"
O -1.827 2.104 -1.454
C -1.123 1.692 -0.568
C -0.541 2.541 0.551
N 0.671 3.184 0.070
C 0.393 4.259 -0.870
C 1.718 4.787 -1.416
O 2.547 5.261 -0.380
C 2.795 4.242 0.557
C 1.495 3.698 1.152
O -0.737 0.427 -0.455
C -1.170 -0.472 -1.479
C -0.761 -1.885 -1.091
C -1.507 -2.372 0.157
C -1.047 -3.750 0.537
C 0.057 -3.923 1.361
C 0.507 -5.191 1.684
C -0.143 -6.306 1.183
C -1.244 -6.145 0.359
C -1.690 -4.875 0.037
H -1.302 3.271 0.878
H -0.280 1.883 1.381
H -0.218 3.874 -1.687
H -0.152 5.084 -0.379
H 1.551 5.632 -2.086
H 2.230 3.981 -1.963
H 3.420 4.684 1.335
H 3.337 3.415 0.074
H 1.725 2.884 1.844
H 0.982 4.504 1.705
H -0.707 -0.173 -2.426
H -2.257 -0.385 -1.589
H 0.313 -1.901 -0.899
H -0.969 -2.551 -1.930
H -1.314 -1.674 0.973
H -2.580 -2.378 -0.047
H 0.566 -3.054 1.756
H 1.365 -5.310 2.329
H 0.206 -7.296 1.435
H -1.756 -7.011 -0.034
H -2.552 -4.755 -0.605



No. 5
12
Properties=species:S:1:pos:R:3 method="wB97M-V/def2-TZVPD" fmax_ha_per_bohr=0.021 total_energy_ha=-720.66380 e_above_lowest_kcal_mol=51.9 total_charge=0 smiles="CN(O)C(=S)C=O"
C -1.735 1.053 0.712
N -0.864 -0.058 0.345
O -1.506 -1.246 0.577
C 0.355 -0.085 -0.149
S 1.157 -1.516 -0.498
C 1.118 1.207 -0.418
O 0.710 2.325 -0.224
H -1.198 1.984 0.518
H -2.628 0.976 0.127
H -1.960 0.939 1.776
H -0.875 -1.932 0.269
H 2.130 1.000 -0.828



No. 6
221
Properties=species:S:1:pos:R:3 method="wB97M-V/def2-TZVPD" fmax_ha_per_bohr=0.116 total_energy_ha=-4648.67019 total_charge=-1
Li 1.534 0.270 -3.053
Li 1.704 -3.218 -2.577
Li 3.058 -0.863 -0.570
P 3.291 -1.435 -2.792
O 3.249 0.005 -2.284
O 4.398 -1.928 -3.733
O 2.007 -1.634 -3.614
O 3.162 -2.412 -1.615
O -0.832 0.539 0.316
C 0.150 0.158 -0.441
O 1.121 -0.531 -0.058
O 0.076 0.528 -1.601
H -1.199 1.083 -0.385
C -4.610 -0.771 1.345
C -4.571 0.607 0.669
C -4.171 0.285 -0.746
O -4.047 -1.155 -0.785
C -3.714 -1.645 0.470
H -5.638 -1.104 1.487
H -4.180 -0.672 2.342
H -3.865 1.268 1.171
H -5.571 1.040 0.674
H -3.215 0.709 -1.054
H -5.028 0.592 -1.346
H -2.655 -1.580 0.716
H -3.949 -2.708 0.533
C -5.864 3.418 2.538
C -7.238 3.363 1.931
C -7.360 4.630 1.041
O -6.001 5.137 0.961
C -5.068 4.169 1.401
H -5.456 2.471 2.892
H -5.829 4.091 3.394
H -8.081 3.342 2.621
H -7.279 2.490 1.279
H -8.016 5.423 1.401
H -7.670 4.350 0.035
H -4.148 4.648 1.734
H -4.802 3.543 0.549
C 2.558 -3.190 5.471
C 2.566 -4.667 5.303
C 3.611 -4.905 4.193
O 3.566 -3.689 3.361
C 2.658 -2.764 4.025
H 3.399 -2.950 6.122
H 1.689 -2.784 5.990
H 1.584 -4.943 4.918
H 2.785 -5.157 6.252
H 3.255 -5.780 3.650
H 4.587 -5.047 4.658
H 1.693 -2.795 3.518
H 3.040 -1.745 3.956
C -0.182 -4.867 0.804
C 0.490 -6.133 0.420
C 0.744 -6.008 -1.081
O 1.130 -4.587 -1.156
C 0.662 -3.859 0.043
H -0.240 -4.574 1.852
H -1.226 -4.888 0.491
H -0.150 -6.970 0.699
H 1.407 -6.236 1.000
H -0.170 -6.251 -1.624
H 1.547 -6.682 -1.380
H 0.064 -2.978 -0.187
H 1.617 -3.657 0.528
C -2.737 4.020 -1.272
C -3.376 5.241 -1.841
C -2.760 5.318 -3.217
O -1.399 4.888 -2.974
C -1.259 4.066 -1.805
H -3.191 3.123 -1.692
H -2.776 3.951 -0.185
H -3.124 6.206 -1.401
H -4.463 5.264 -1.763
H -2.787 6.283 -3.723
H -3.299 4.629 -3.867
H -0.776 4.621 -1.000
H -0.827 3.071 -1.915
C 1.251 3.082 -6.108
C 2.557 2.308 -6.383
C 2.967 1.824 -5.003
O 1.806 1.957 -4.181
C 0.990 3.024 -4.560
H 0.500 2.431 -6.555
H 1.092 4.039 -6.606
H 3.254 2.948 -6.924
H 2.443 1.452 -7.048
H 3.818 2.385 -4.619
H 3.284 0.781 -5.014
H 1.329 3.936 -4.070
H -0.014 2.728 -4.255
C -2.032 2.953 5.466
C -3.170 2.658 4.535
C -3.229 1.132 4.490
O -2.657 0.719 5.789
C -2.134 1.848 6.488
H -2.189 3.942 5.896
H -1.101 2.871 4.905
H -2.948 3.075 3.553
H -4.120 2.993 4.950
H -2.579 0.814 3.675
H -4.181 0.681 4.210
H -1.175 1.642 6.963
H -2.840 2.145 7.263
C -1.461 -4.007 5.428
C -1.639 -2.562 5.143
C -1.618 -2.460 3.590
O -2.282 -3.690 3.201
C -2.024 -4.733 4.160
H -1.953 -4.193 6.383
H -0.422 -4.278 5.615
H -0.793 -2.027 5.574
H -2.583 -2.162 5.515
H -0.623 -2.471 3.146
H -2.191 -1.617 3.205
H -1.235 -5.409 3.832
H -2.962 -5.274 4.290
C 6.250 -6.169 0.466
C 4.786 -5.881 0.780
C 4.319 -4.951 -0.313
O 5.521 -4.408 -0.911
C 6.680 -4.832 -0.240
H 6.230 -7.067 -0.151
H 6.896 -6.373 1.320
H 4.667 -5.264 1.670
H 4.189 -6.777 0.951
H 3.640 -4.179 0.047
H 3.749 -5.600 -0.979
H 6.955 -4.056 0.474
H 7.492 -5.060 -0.931
C 3.018 3.806 -0.955
C 3.385 4.342 0.385
C 4.740 4.965 0.018
O 5.319 4.003 -0.823
C 4.289 3.268 -1.507
H 2.689 4.635 -1.582
H 2.179 3.113 -1.011
H 3.487 3.540 1.116
H 2.553 4.975 0.695
H 5.326 5.242 0.894
H 4.652 5.939 -0.463
H 4.378 2.224 -1.207
H 4.335 3.484 -2.575
C 1.256 1.039 5.714
C 0.711 0.577 4.373
C 1.809 1.058 3.391
O 2.963 1.330 4.187
C 2.763 0.853 5.522
H 0.855 0.375 6.480
H 0.939 2.066 5.891
H -0.246 1.005 4.076
H 0.593 -0.502 4.273
H 1.419 1.975 2.949
H 1.995 0.353 2.581
H 3.392 1.492 6.142
H 3.170 -0.155 5.612
C -4.914 1.479 -4.458
C -3.672 0.679 -4.502
C -2.645 1.750 -4.742
O -3.327 2.729 -5.533
C -4.744 2.413 -5.603
H -5.013 2.030 -3.523
H -5.825 0.887 -4.529
H -3.715 -0.064 -5.299
H -3.532 0.180 -3.543
H -1.826 1.343 -5.336
H -2.263 2.222 -3.837
H -4.979 1.911 -6.541
H -5.422 3.248 -5.428
C 0.584 4.740 3.264
C 0.888 6.214 3.207
C -0.477 6.755 2.752
O -1.078 5.722 1.954
C -0.266 4.523 2.050
H 0.033 4.526 4.180
H 1.492 4.137 3.240
H 1.619 6.510 2.455
H 1.185 6.584 4.188
H -0.376 7.718 2.252
H -1.026 6.826 3.691
H 0.267 4.380 1.110
H -0.893 3.638 2.158
C 5.925 -1.319 0.381
C 5.815 0.126 0.106
C 4.734 0.570 1.103
O 3.920 -0.573 1.348
C 4.889 -1.644 1.397
H 6.904 -1.592 0.774
H 5.850 -1.820 -0.584
H 5.611 0.345 -0.942
H 6.734 0.660 0.348
H 4.017 1.284 0.697
H 5.107 0.930 2.063
H 4.506 -2.648 1.220
H 5.326 -1.718 2.393
C -2.435 -3.548 -2.399
C -2.245 -4.594 -3.455
C -0.796 -4.394 -3.945
O -0.313 -3.246 -3.192
C -1.414 -2.460 -2.674
H -2.303 -4.071 -1.452
H -3.435 -3.116 -2.348
H -2.976 -4.514 -4.259
H -2.497 -5.593 -3.100
H -0.861 -4.051 -4.978
H -0.095 -5.225 -3.866
H -1.667 -1.830 -3.527
H -1.096 -1.885 -1.805
C -0.876 -2.523 -8.049
C -1.196 -1.641 -6.870
C 0.164 -1.354 -6.223
O 1.104 -1.512 -7.308
C 0.659 -2.521 -8.204
H -1.278 -2.143 -8.989
H -1.304 -3.520 -7.946
H -1.836 -2.056 -6.092
H -1.521 -0.663 -7.224
H 0.431 -2.107 -5.480
H 0.210 -0.376 -5.745
H 1.088 -3.483 -7.925
H 0.992 -2.195 -9.189



No. 7
17
Properties=species:S:1:pos:R:3 method="wB97M-V/def2-TZVPD" fmax_ha_per_bohr=0.029 total_energy_ha=-781.04694 e_above_lowest_kcal_mol=25.4 total_charge=-1
S -0.106 -1.358 -0.851
H -0.842 -1.373 0.237
H 1.267 1.219 2.351
H 0.976 -0.218 1.964
O 0.889 0.419 2.703
H -0.887 1.921 -2.281
H -1.151 1.302 -0.860
O -1.452 1.939 -1.519
H -4.503 2.085 -1.185
H -4.847 3.277 -2.011
O -5.201 2.740 -1.281
H 1.495 -2.784 1.505
H 1.560 -2.144 0.086
O 2.107 -2.368 0.909
H 3.849 -0.041 -0.084
H 3.286 -1.077 0.995
O 3.838 -0.285 0.835



No. 8
15
Properties=species:S:1:pos:R:3 method="wB97M-V/def2-TZVPD" fmax_ha_per_bohr=0.102 total_energy_ha=-345.73152 e_above_lowest_kcal_mol=46.1 total_charge=0 smiles="C[C@@H]1COCC1=O"
C 1.067 0.682 -1.349
C 0.109 -0.268 -0.815
C -1.094 0.465 -0.185
O -1.689 -0.302 0.919
C -0.596 -0.856 1.732
C 0.577 -0.933 0.620
O 1.735 -1.031 0.897
H 1.015 0.686 -2.354
H 2.083 0.487 -1.065
H 0.695 1.668 -1.093
H -0.280 -1.049 -1.416
H -0.641 1.379 0.271
H -1.936 0.913 -0.836
H -0.869 -1.715 2.279
H -0.177 -0.126 2.394